## one
12
Properties=species:S:1:pos:R:3:lowdin_spin:R:1 method="wB97M-V/def2-TZVPD" homo_lumo_gap_ev="3.78 / 3.91" homo_energy_ev="-15.953 / -15.898" spin_multiplicity=11 total_charge=+2
Mn 13.038 -34.561 9.341 4.91
Mn 11.309 -35.826 16.198 4.85
Cl 11.419 -36.263 12.418 0.00
O 11.985 -35.620 13.501 0.01
O 10.100 -35.686 12.276 0.01
O 12.086 -35.854 11.138 0.07
O 11.461 -37.728 12.265 0.01
Cl 10.264 -32.854 14.996 0.00
O 9.660 -31.937 16.019 0.01
O 10.129 -32.181 13.654 0.01
O 11.442 -33.602 15.508 0.06
O 9.450 -34.097 14.886 0.06

## two
12
Properties=species:S:1:pos:R:3:lowdin_spin:R:1 method="wB97M-V/def2-TZVPD" homo_lumo_gap_ev="6.89 / 3.94" homo_energy_ev="-17.780 / -15.263" spin_multiplicity=11 total_charge=+2
Mn 13.952 7.171 -10.470 4.22
Mn 12.151 10.841 -9.941 4.71
Cl 11.813 8.445 -9.971 -0.02
O 12.659 9.185 -10.835 0.04
O 11.129 9.350 -9.174 0.07
O 10.866 7.820 -10.803 0.01
O 12.423 7.350 -9.249 -0.01
Cl 11.022 5.100 -8.457 -0.04
O 10.885 4.623 -9.830 0.63
O 12.260 4.544 -8.369 0.34
O 10.980 6.578 -8.344 0.01
O 10.126 4.440 -7.678 0.05

Stability check: which of them is most stable? one.

## one
8
Properties=species:S:1:pos:R:3:nbo_charge:R:1 method="wB97M-V/def2-TZVPD" homo_lumo_gap_ev=8.79 homo_energy_ev=-4.924 total_charge=-1
C 0.220 -0.469 0.170 0.19
O 1.109 0.927 -1.550 -0.97
O 0.013 2.138 0.165 -1.00
O 0.623 -1.558 -0.076 -0.59
S 1.006 1.069 0.198 1.41
Cl 0.470 0.383 2.389 -0.58
H -1.132 -0.177 0.173 0.06
H 0.443 1.568 -1.882 0.47

## two
8
Properties=species:S:1:pos:R:3:nbo_charge:R:1 method="wB97M-V/def2-TZVPD" homo_lumo_gap_ev=8.03 homo_energy_ev=-4.219 total_charge=-1
C -0.055 -0.260 -0.503 0.32
O 1.948 -0.727 1.399 -0.96
O 0.200 -1.610 -0.612 -0.74
O -0.802 0.134 0.517 -0.70
S 1.897 -0.694 -0.050 1.19
Cl 4.182 0.295 -0.165 -0.74
H -0.218 0.345 -1.380 0.14
H -0.518 -0.509 1.214 0.49

Stability check: which of them is most stable? two.

## one
109
Properties=species:S:1:pos:R:3:lowdin_spin:R:1 method="wB97M-V/def2-TZVPD" homo_lumo_gap_ev="8.19 / 7.02" homo_energy_ev="-8.334 / -8.292" spin_multiplicity=2
Ir 1.311 -0.531 1.036 0.67
O 1.651 -3.004 6.431 0.00
C 1.526 -2.495 5.189 0.00
C 1.706 -3.283 4.047 0.00
C 1.569 -2.675 2.820 0.01
N 1.259 -1.389 2.782 0.01
C 1.097 -0.597 3.832 0.00
C 1.211 -1.135 5.091 0.00
C 0.777 0.849 3.453 0.00
O 0.515 1.652 4.322 0.00
O 0.754 1.081 2.169 0.00
C 1.747 -3.293 1.429 0.00
O 1.745 -4.504 1.330 0.00
O 1.824 -2.441 0.455 0.00
H 1.899 -3.935 6.385 0.00
H 1.961 -4.334 4.096 0.00
H 1.086 -0.519 5.969 0.00
O 5.552 -0.808 2.579 0.00
As 4.647 -0.886 1.045 0.01
O 4.698 -2.435 0.564 0.00
O 3.152 -0.298 1.702 0.12
C 5.678 0.487 0.164 0.00
C 6.999 0.670 0.557 0.00
C 7.757 1.674 -0.029 0.00
C 7.196 2.505 -0.992 0.00
C 5.879 2.322 -1.385 0.00
C 5.133 1.307 -0.809 0.00
S 3.425 1.076 -1.239 0.00
O 3.253 1.469 -2.628 0.00
O 2.705 1.917 -0.291 0.00
O 3.218 -0.361 -1.003 0.02
H 5.494 -1.685 2.975 0.00
H 7.426 0.037 1.320 0.00
H 8.787 1.810 0.273 0.00
H 7.789 3.292 -1.441 0.00
H 5.424 2.941 -2.146 0.00
N -0.611 -1.337 1.047 0.02
S -1.415 -1.775 -0.116 0.01
N -2.483 -0.726 -0.810 0.01
S -2.583 0.717 -0.259 0.00
N -1.656 1.844 -0.744 0.01
S -0.061 1.594 -1.121 0.03
N 0.523 0.334 -0.663 0.06
C -0.081 1.588 -2.901 0.01
C -1.037 2.296 -3.617 0.00
C -0.994 2.251 -5.000 0.00
C 0.002 1.520 -5.642 0.00
C 0.954 0.830 -4.907 0.00
C 0.917 0.851 -3.519 0.00
C 0.511 3.261 -0.787 0.00
C 1.624 3.694 -1.497 0.00
C 2.077 4.988 -1.302 0.00
C 1.429 5.830 -0.411 0.00
C 0.309 5.390 0.279 0.00
C -0.163 4.102 0.085 0.00
C -4.177 1.267 -0.804 0.00
C -4.848 2.229 -0.066 0.00
C -6.055 2.710 -0.549 0.00
C -6.566 2.231 -1.747 0.00
C -5.877 1.269 -2.472 0.00
C -4.669 0.775 -2.003 0.00
C -2.698 0.670 1.508 0.00
C -3.605 -0.232 2.055 0.00
C -3.742 -0.273 3.430 0.00
C -2.981 0.576 4.231 0.00
C -2.080 1.463 3.666 0.00
C -1.934 1.519 2.285 0.00
C -0.685 -2.489 -1.573 0.00
C -0.021 -3.695 -1.398 0.00
C 0.599 -4.279 -2.489 0.00
C 0.536 -3.667 -3.733 0.00
C -0.145 -2.469 -3.895 0.00
C -0.763 -1.868 -2.810 0.00
C -2.527 -3.056 0.428 0.00
C -3.587 -3.450 -0.376 0.00
C -4.425 -4.455 0.074 0.00
C -4.196 -5.052 1.309 0.00
C -3.128 -4.650 2.096 0.00
C -2.279 -3.643 1.656 0.00
H -1.796 2.870 -3.101 0.00
H -1.731 2.791 -5.579 0.00
H 0.036 1.497 -6.724 0.00
H 1.736 0.272 -5.405 0.00
H 1.650 0.314 -2.928 0.00
H 2.148 3.038 -2.180 0.00
H 2.948 5.329 -1.845 0.00
H 1.795 6.837 -0.258 0.00
H -0.207 6.049 0.965 0.00
H -1.056 3.774 0.591 0.00
H -4.441 2.592 0.869 0.00
H -6.595 3.458 0.015 0.00
H -7.510 2.609 -2.117 0.00
H -6.280 0.898 -3.405 0.00
H -4.119 0.022 -2.550 0.00
H -4.181 -0.893 1.419 0.00
H -4.436 -0.971 3.878 0.00
H -3.087 0.533 5.307 0.00
H -1.453 2.088 4.287 0.00
H -1.188 2.161 1.842 0.00
H 0.049 -4.172 -0.429 0.00
H 1.144 -5.202 -2.354 0.00
H 1.028 -4.124 -4.581 0.00
H -0.185 -1.987 -4.863 0.00
H -1.281 -0.928 -2.923 0.00
H -3.749 -2.977 -1.336 0.00
H -5.256 -4.777 -0.540 0.00
H -4.854 -5.839 1.655 0.00
H -2.948 -5.122 3.053 0.00
H -1.439 -3.304 2.247 0.00

## two
109
Properties=species:S:1:pos:R:3:lowdin_spin:R:1 method="wB97M-V/def2-TZVPD" homo_lumo_gap_ev="6.34 / 7.23" homo_energy_ev="-8.161 / -8.583" spin_multiplicity=2
Ir -1.473 -0.197 0.366 0.77
O -6.790 -3.563 0.080 0.00
C -5.609 -2.924 0.037 0.00
C -4.415 -3.523 0.440 0.00
C -3.245 -2.796 0.323 0.00
N -3.231 -1.565 -0.152 -0.01
C -4.357 -0.961 -0.483 0.00
C -5.575 -1.606 -0.428 0.00
C -4.217 0.520 -0.947 0.01
O -5.181 1.007 -1.508 0.01
O -3.098 1.030 -0.722 0.13
C -1.860 -3.363 0.704 0.01
O -1.766 -4.565 0.887 0.01
O -0.944 -2.502 0.727 0.09
H -6.679 -4.462 0.416 0.00
H -4.372 -4.526 0.839 0.00
H -6.474 -1.095 -0.731 0.00
O -1.318 3.817 2.965 0.00
As -2.287 2.327 2.400 0.00
O -3.586 3.037 1.776 0.00
O -1.119 1.753 1.382 -0.03
C -2.543 1.654 4.219 0.00
C -2.907 2.529 5.232 0.00
C -3.160 2.036 6.502 0.00
C -3.026 0.683 6.776 0.00
C -2.676 -0.192 5.760 0.00
C -2.453 0.311 4.494 0.00
S -2.210 -0.713 3.061 0.00
O -2.600 -2.059 3.384 0.00
O -0.795 -0.577 2.690 0.01
O -3.099 -0.070 2.075 0.00
H -1.730 4.560 2.523 0.00
H -3.006 3.585 5.013 0.00
H -3.484 2.710 7.283 0.00
H -3.220 0.309 7.770 0.00
H -2.607 -1.258 5.909 0.00
N -1.037 -0.745 -1.810 0.01
S 0.299 -1.180 -2.288 0.00
N 1.629 -0.214 -2.395 0.00
S 1.776 1.146 -1.646 0.00
N 2.679 1.308 -0.327 0.00
S 1.737 0.669 0.862 0.00
N 0.623 0.156 -0.006 -0.01
C 2.683 -0.672 1.598 0.00
C 4.062 -0.586 1.678 0.00
C 4.769 -1.655 2.203 0.00
C 4.091 -2.782 2.644 0.00
C 2.710 -2.854 2.553 0.00
C 1.992 -1.796 2.019 0.00
C 1.735 1.951 2.133 0.00
C 1.076 1.733 3.325 0.00
C 1.101 2.720 4.297 0.00
C 1.801 3.895 4.073 0.00
C 2.469 4.095 2.876 0.00
C 2.436 3.118 1.895 0.00
C 3.027 1.875 -2.725 0.00
C 3.219 3.245 -2.760 0.00
C 4.281 3.767 -3.481 0.00
C 5.143 2.921 -4.162 0.00
C 4.938 1.550 -4.131 0.00
C 3.882 1.026 -3.407 0.00
C 0.322 2.183 -1.792 0.00
C -0.515 1.917 -2.864 0.00
C -1.745 2.544 -2.926 0.00
C -2.128 3.426 -1.927 0.00
C -1.252 3.736 -0.901 0.00
C -0.018 3.109 -0.825 0.00
C 0.932 -2.727 -1.629 0.00
C 0.082 -3.815 -1.679 0.00
C 0.507 -5.025 -1.165 0.00
C 1.774 -5.130 -0.612 0.00
C 2.609 -4.026 -0.556 0.00
C 2.189 -2.810 -1.069 0.00
C 0.197 -1.482 -4.076 0.00
C 1.309 -1.894 -4.787 0.00
C 1.222 -2.000 -6.166 0.00
C 0.037 -1.688 -6.813 0.00
C -1.068 -1.269 -6.091 0.00
C -0.990 -1.169 -4.712 0.00
H 4.559 0.302 1.317 0.00
H 5.845 -1.607 2.272 0.00
H 4.648 -3.608 3.059 0.00
H 2.185 -3.735 2.891 0.00
H 0.917 -1.832 1.925 0.00
H 0.521 0.819 3.461 0.00
H 0.562 2.573 5.222 0.00
H 1.822 4.662 4.832 0.00
H 3.010 5.013 2.704 0.00
H 2.943 3.245 0.952 0.00
H 2.539 3.893 -2.229 0.00
H 4.436 4.835 -3.512 0.00
H 5.974 3.326 -4.720 0.00
H 5.599 0.884 -4.666 0.00
H 3.698 -0.035 -3.363 0.00
H -0.214 1.202 -3.612 0.00
H -2.421 2.314 -3.735 0.00
H -3.118 3.853 -1.941 0.00
H -1.546 4.419 -0.116 0.00
H 0.644 3.306 0.003 0.00
H -0.902 -3.691 -2.100 0.00
H -0.156 -5.873 -1.176 0.00
H 2.107 -6.079 -0.219 0.00
H 3.585 -4.106 -0.101 0.00
H 2.815 -1.931 -1.034 0.00
H 2.228 -2.130 -4.273 0.00
H 2.082 -2.318 -6.737 0.00
H -0.020 -1.759 -7.888 0.00
H -1.984 -1.010 -6.599 0.00
H -1.827 -0.853 -4.109 0.00

Stability check: which of them is most stable? one.